Computed, not measured: a molecular structure, C12H40AlN9O8 in a non-equilibrium geometry, with the ωB97M-V functional and the def2-TZVPD basis.

Summary:
Orbital gap (hartree): 0.1030
Total charge: +2
Calculated total energy (hartree): -1817.66656

Atoms and positions in Å:
Al (1.13194, 1.26360, -1.40389)
O (-0.46806, -0.41629, 0.21823)
H (-0.42236, -0.43985, 1.19388)
C (-0.20331, 0.54975, -5.02079)
C (-1.49789, 0.08812, -4.29773)
O (-1.06408, -0.12342, -2.97905)
H (0.37310, 1.35284, -4.56156)
H (-0.43186, 0.82881, -6.04937)
H (0.53706, -0.24900, -4.97651)
H (-1.86264, -0.86498, -4.68069)
H (-2.29070, 0.81221, -4.48550)
H (-1.78673, -0.35364, -2.39051)
C (-4.71713, 0.84373, -2.22109)
C (-3.87857, 0.65258, -0.91532)
O (-2.99647, -0.42603, -1.03630)
H (-5.29454, 1.76801, -2.20073)
H (-5.50017, 0.08742, -2.27521)
H (-4.16755, 0.84538, -3.16239)
H (-4.52298, 0.40485, -0.07184)
H (-3.31998, 1.53004, -0.58952)
H (-2.26896, -0.41896, -0.40998)
C (-1.92850, -2.85238, 2.55353)
O (-0.94046, -2.61143, 3.20260)
N (-2.21851, -2.40879, 1.36838)
N (-2.89295, -3.59656, 2.98923)
H (-1.56466, -1.75124, 0.96812)
H (-3.13795, -2.57887, 0.98655)
H (-2.71106, -3.88381, 3.94029)
H (-3.76925, -3.76416, 2.51583)
C (-2.64786, 2.26747, 2.11232)
O (-2.07252, 3.18579, 1.52375)
N (-3.59620, 2.41488, 2.99063)
N (-2.37772, 0.98841, 1.96878)
H (-4.28572, 1.73885, 3.28665)
H (-3.68776, 3.42057, 3.00836)
H (-2.93639, 0.29752, 2.44905)
H (-1.57951, 0.76260, 1.39263)
C (2.79153, -1.58162, 0.74579)
O (2.90361, -0.51020, 0.21688)
N (1.68638, -1.98758, 1.32273)
N (3.68234, -2.57473, 0.67590)
H (0.91697, -1.33772, 1.24665)
H (1.66871, -2.93974, 1.65916)
H (3.34820, -3.48495, 0.95864)
H (4.52781, -2.36852, 0.16330)
C (0.99186, -2.66584, -1.88136)
O (1.42994, -1.60634, -2.18818)
N (-0.02379, -2.87064, -1.08407)
N (1.64850, -3.81453, -1.99584)
H (-0.34596, -2.02829, -0.62937)
H (-0.41785, -3.78614, -0.92078)
H (1.04605, -4.62323, -1.93962)
H (2.49775, -3.94061, -2.52780)
C (5.58345, 2.89764, 0.97056)
C (4.21507, 2.25936, 0.61257)
C (3.15661, 2.63989, 1.69893)
O (1.95940, 1.84521, 1.58333)
C (0.95947, 2.08443, 2.61679)
N (3.79726, 2.59085, -0.77043)
H (6.34273, 2.43397, 0.34080)
H (5.85252, 2.57945, 1.97777)
H (5.44583, 3.97184, 0.84700)
H (4.44771, 1.19617, 0.67259)
H (2.87391, 3.69259, 1.70060)
H (3.53526, 2.45374, 2.70395)
H (0.11057, 1.48159, 2.29420)
H (0.56375, 3.09977, 2.59231)
H (1.26724, 1.77873, 3.61675)
H (4.04204, 3.56804, -0.84306)
H (4.49406, 2.18322, -1.37740)

Partial charges, Mulliken, in e: Al 1.323; O -0.587; H -0.326; C -1.162; C -0.061; O -0.163; H 0.171; H 0.405; H 0.315; H 0.341; H 0.261; H 0.282; C -1.090; C -0.038; O -0.715; H 0.400; H 0.320; H 0.145; H 0.308; H 0.157; H 0.244; C 0.686; O -0.647; N 0.043; N -0.445; H -0.166; H 0.242; H 0.283; H 0.153; C 0.630; O -0.666; N -0.477; N -0.059; H 0.211; H 0.303; H 0.156; H 0.212; C 0.625; O -0.430; N -0.141; N -0.460; H -0.175; H 0.219; H 0.162; H 0.251; C 0.567; O -0.428; N -0.164; N -0.439; H -0.004; H 0.259; H 0.162; H 0.240; C -1.482; C 0.493; C -0.961; O -0.069; C -0.013; N -0.306; H 0.424; H 0.388; H 0.448; H 0.074; H 0.420; H 0.400; H -0.454; H 0.383; H 0.367; H 0.312; H 0.340

Computed, not measured: 7 unconnected molecules or ions with the total composition C12H40BO12 in a non-equilibrium geometry, with the ωB97M-V functional and the def2-TZVPD basis.

Summary:
Orbital gap (hartree): 0.3525
Total charge: -1
Energy above the lowest of the compared OMol25 structures with the same formula, charge and spin (kcal/mol): 0.0
Calculated total energy (hartree): -1408.89429

Atoms and positions in Å:
B (-0.51934, 0.42276, 0.11529)
H (-1.64123, 0.13754, -0.19985)
H (-0.45298, 1.17390, 1.06123)
H (0.14408, -0.55770, 0.34836)
H (-0.00922, 1.02828, -0.79855)
C (-4.57587, -0.20334, 0.27151)
C (-4.15712, 1.21886, 0.58386)
O (-3.15468, 1.23601, 1.58086)
O (-5.04449, -0.84272, 1.45541)
H (-3.70782, -0.74558, -0.12168)
H (-5.37441, -0.19815, -0.47196)
H (-5.01027, 1.75909, 1.00213)
H (-3.77680, 1.76284, -0.29066)
H (-2.29394, 0.97145, 1.20507)
H (-4.38828, -0.63951, 2.13834)
C (2.85906, -2.30831, 1.48964)
C (3.84008, -2.31775, 0.34955)
O (3.46131, -3.33324, -0.59231)
O (3.13468, -3.40203, 2.39138)
H (1.84474, -2.38386, 1.10223)
H (3.01201, -1.43357, 2.11614)
H (4.83272, -2.54977, 0.75336)
H (3.87617, -1.34165, -0.14700)
H (4.10994, -3.31576, -1.30072)
H (2.56809, -4.13679, 2.14416)
C (4.02671, 2.49632, -0.66613)
C (2.56866, 2.27602, -0.38810)
O (2.43826, 1.15314, 0.48174)
O (4.71615, 2.91800, 0.49063)
H (4.10177, 3.19981, -1.49661)
H (4.47695, 1.55916, -1.02813)
H (1.94966, 2.11740, -1.27511)
H (2.22211, 3.18090, 0.13364)
H (1.50176, 0.89337, 0.47890)
H (4.47921, 2.29652, 1.18797)
C (-1.92237, 2.23731, -2.90994)
C (-1.17812, 3.39822, -2.25370)
O (-1.06810, 3.30484, -0.85535)
O (-1.13486, 1.06225, -2.95411)
H (-2.15683, 2.57534, -3.91857)
H (-2.83202, 2.06754, -2.32219)
H (-1.75302, 4.31794, -2.42030)
H (-0.19812, 3.52607, -2.73180)
H (-0.76437, 2.39906, -0.67988)
H (-0.98763, 0.74652, -2.05134)
C (0.45474, -2.33155, -2.21341)
C (1.39082, -1.28871, -2.81984)
O (0.89816, -0.71346, -4.00546)
O (-0.82929, -1.82714, -1.90940)
H (0.95115, -2.78502, -1.35002)
H (0.27094, -3.08577, -2.98507)
H (2.33469, -1.81091, -2.99701)
H (1.59891, -0.52521, -2.05209)
H (0.06695, -0.27041, -3.79628)
H (-0.76283, -1.20793, -1.16491)
C (-2.04232, -1.63648, 3.32144)
C (-0.79738, -0.79984, 3.58850)
O (0.25493, -1.24761, 2.76651)
O (-3.19102, -1.12630, 3.98245)
H (-1.87421, -2.69268, 3.55987)
H (-2.20909, -1.60538, 2.24153)
H (-0.51865, -0.81101, 4.64732)
H (-1.03991, 0.24728, 3.37030)
H (0.10948, -0.82965, 1.90118)
H (-3.12830, -1.37901, 4.90697)

Partial charges, Mulliken, in e: B 3.903; H -0.785; H 0.061; H -0.706; H -1.270; C -0.190; C -0.184; O -0.688; O -0.567; H 0.029; H 0.396; H 0.361; H -0.029; H -0.059; H 0.271; C -0.004; C -0.158; O -0.576; O -0.633; H -0.015; H 0.236; H 0.330; H 0.144; H 0.293; H 0.349; C -0.707; C 0.141; O -0.484; O -0.592; H 0.394; H 0.260; H 0.033; H 0.269; H 0.080; H 0.353; C -0.301; C -0.489; O -0.582; O -0.546; H 0.430; H 0.082; H 0.423; H 0.221; H 0.219; H 0.099; C -0.330; C 0.167; O -0.631; O -0.593; H 0.207; H 0.371; H 0.336; H -0.252; H 0.455; H -0.409; C -0.084; C -0.418; O -0.483; O -0.548; H 0.387; H -0.078; H 0.418; H 0.194; H 0.174; H 0.305

Computed, not measured: 7 unconnected molecules or ions with the total composition C12H40N10O7 in a non-equilibrium geometry, with the ωB97M-V functional and the def2-TZVPD basis.

Summary:
Orbital gap (hartree): 0.3528
SMILES: COC[C@H](C)N.COC[C@H](C)N.NC(N)=O.NC(N)=O.NC(N)=O.NC(N)=O.O
Total charge: 0
Energy above the lowest of the compared OMol25 structures with the same formula, charge and spin (kcal/mol): 131.7
Calculated total energy (hartree): -1555.36634

Atoms and positions in Å:
C (-7.77526, -24.01921, 6.59183)
O (-7.33340, -25.37870, 6.34128)
C (-7.67397, -26.25810, 7.51081)
C (-8.80583, -27.23023, 7.11970)
C (-10.16420, -26.59632, 6.80219)
N (-8.93351, -28.10472, 8.23081)
H (-7.00400, -23.38399, 7.02744)
H (-8.73323, -23.81954, 7.07195)
H (-7.78079, -23.62628, 5.57514)
H (-6.76045, -26.76291, 7.82503)
H (-7.90473, -25.84242, 8.49166)
H (-8.54496, -27.87036, 6.27691)
H (-11.06004, -27.21182, 6.72009)
H (-10.13816, -26.01959, 5.87763)
H (-10.45916, -25.82426, 7.51285)
H (-9.88194, -28.45186, 8.23979)
H (-8.29674, -28.86428, 8.03670)
C (-9.26748, -20.11627, 13.35849)
O (-10.15945, -19.54895, 12.40983)
C (-11.39419, -20.20517, 12.37366)
C (-12.48654, -19.41081, 13.00278)
C (-13.87677, -20.09646, 13.10549)
N (-12.55249, -18.20622, 12.22443)
H (-9.89862, -20.08998, 14.24678)
H (-8.50220, -19.35760, 13.52241)
H (-8.76007, -21.06592, 13.18883)
H (-11.53384, -20.25742, 11.29392)
H (-11.38302, -21.21340, 12.78770)
H (-12.22008, -19.25604, 14.04833)
H (-14.43070, -20.22609, 12.17575)
H (-14.56722, -19.68445, 13.84145)
H (-13.82574, -21.16297, 13.32471)
H (-13.18733, -17.52279, 12.61176)
H (-11.67181, -17.71187, 12.23420)
N (-7.42997, -13.37935, 9.00495)
C (-7.82447, -14.32826, 9.66757)
N (-7.78042, -15.35127, 8.96687)
O (-8.11252, -14.35500, 10.88098)
H (-7.24062, -13.35560, 8.01314)
H (-7.31850, -12.54711, 9.56623)
H (-7.92935, -16.13030, 9.59219)
H (-7.60175, -15.30514, 7.97387)
N (-0.53362, -26.14203, 12.28444)
C (-1.51383, -25.35906, 12.66569)
N (-2.70046, -25.56425, 12.03241)
O (-1.49154, -24.55052, 13.59712)
H (-0.71821, -26.53686, 11.37331)
H (0.35378, -25.97348, 12.73634)
H (-3.50844, -25.05968, 12.36804)
H (-2.74157, -26.16502, 11.22155)
N (-16.79250, -25.48957, 6.62832)
C (-16.47415, -24.31031, 6.11874)
N (-16.65754, -23.34377, 7.05460)
O (-16.21339, -24.02750, 4.95564)
H (-16.72671, -26.29165, 6.01804)
H (-17.06802, -25.62937, 7.58990)
H (-16.80318, -22.36812, 6.83788)
H (-16.96669, -23.81184, 7.89450)
N (-13.60641, -17.93265, 6.00175)
C (-14.01224, -17.02660, 5.15517)
N (-14.38272, -15.97240, 5.87987)
O (-14.04968, -16.92472, 4.00732)
H (-13.57342, -18.82724, 5.53406)
H (-13.41045, -17.73398, 6.97244)
H (-14.84276, -15.15995, 5.49466)
H (-13.93710, -15.91888, 6.78466)
O (-5.31483, -15.95345, 17.91295)
H (-5.99107, -16.20377, 17.28346)
H (-4.86234, -16.77186, 18.11722)

Partial charges, Mulliken, in e: C -0.691; O -0.361; C -0.942; C 0.905; C -1.628; N -0.736; H 0.318; H 0.270; H 0.254; H 0.368; H 0.411; H 0.189; H 0.421; H 0.360; H 0.363; H 0.222; H 0.276; C -0.721; O -0.322; C -0.960; C 0.938; C -1.535; N -0.713; H 0.331; H 0.260; H 0.249; H 0.353; H 0.424; H 0.111; H 0.390; H 0.347; H 0.373; H 0.243; H 0.233; N -0.367; C 0.687; N -0.389; O -0.724; H 0.165; H 0.227; H 0.233; H 0.169; N -0.386; C 0.626; N -0.386; O -0.650; H 0.195; H 0.245; H 0.204; H 0.152; N -0.369; C 0.611; N -0.364; O -0.628; H 0.213; H 0.161; H 0.224; H 0.153; N -0.377; C 0.603; N -0.420; O -0.548; H 0.222; H 0.191; H 0.192; H 0.136; O -0.637; H 0.319; H 0.319

no.,LUMO level (eV)
1,-11.802
2,2.764
3,0.288